This record from OMol25 describes a 8-piece molecular cluster, C29H81N7O8 overall at a distorted geometry. The level of theory is ωB97M-V with the def2-TZVPD basis set.

Element x y z (Å)
C 4.7043 -0.6145 5.3818
O 4.1410 -1.4838 4.3024
C 5.1439 -1.7261 3.3459
C 4.5204 -2.5780 2.2858
C 3.4235 -1.8686 1.5231
N 3.9034 -3.7802 2.8385
H 5.5482 -1.1651 5.8374
H 3.9443 -0.4383 6.1462
H 5.0265 0.3649 4.9813
H 5.6271 -0.8179 2.9263
H 5.8108 -2.3812 3.8636
H 5.2140 -3.0353 1.5964
H 2.7826 -1.3308 2.1841
H 2.7852 -2.5630 0.9175
H 3.8384 -1.1848 0.7872
H 4.4804 -4.2092 3.5726
H 3.0321 -3.5504 3.3342
C -3.3069 3.7663 -1.4106
O -4.4718 3.4540 -2.1019
C -5.6217 4.1882 -1.6795
C -6.9664 3.7969 -2.4321
C -6.6972 3.3706 -3.8588
N -7.9378 4.8507 -2.4016
H -3.3222 4.8446 -1.2539
H -2.4203 3.5783 -2.0650
H -3.1562 3.1921 -0.5365
H -5.7959 4.0767 -0.6067
H -5.4465 5.2119 -1.9272
H -7.3201 2.9282 -1.8562
H -7.6087 3.2652 -4.4660
H -6.2214 2.3453 -3.9291
H -6.0045 4.0216 -4.3874
H -7.7132 5.7000 -2.9314
H -8.0456 5.0012 -1.3836
C -2.4134 1.8597 2.9711
O -1.0576 1.6657 3.2994
C -0.2367 2.6866 2.6500
C 1.1187 2.7449 3.3243
C 1.6943 1.3819 3.4775
N 1.0396 3.3654 4.6274
H -2.7319 2.8745 3.1317
H -3.0331 1.1968 3.6465
H -2.6485 1.5355 1.9662
H -0.0868 2.4205 1.6181
H -0.7290 3.6181 2.7777
H 1.7067 3.3384 2.6322
H 2.7681 1.3905 3.6643
H 1.5002 0.8517 2.5454
H 1.1983 0.8442 4.3226
H 0.3881 2.7688 5.1584
H 0.8506 4.3467 4.6347
C -2.7380 0.8788 -4.3877
O -3.7107 0.1429 -3.7014
C -3.3120 -0.1509 -2.3797
C -4.3752 -1.0522 -1.8158
C -5.4905 -0.1221 -1.3550
N -3.8446 -1.9040 -0.7827
H -3.1812 1.2417 -5.3136
H -1.9081 0.2432 -4.7047
H -2.3986 1.6742 -3.7367
H -2.4059 -0.7011 -2.4665
H -3.0506 0.7675 -1.8117
H -4.6894 -1.6499 -2.7155
H -5.1676 0.2673 -0.4047
H -6.3487 -0.7359 -1.1335
H -5.6246 0.6854 -2.1148
H -4.5534 -2.5637 -0.4260
H -3.0734 -2.4644 -1.1639
C 3.0636 -1.1990 -2.8405
O 2.5221 -2.4484 -3.0637
C 1.1055 -2.4561 -2.7292
C 0.5734 -3.8253 -3.0463
C 0.4862 -3.9972 -4.5553
N -0.7551 -3.8828 -2.4502
H 2.7967 -0.8834 -1.8499
H 2.4980 -0.5130 -3.5022
H 4.1224 -1.3251 -2.9073
H 0.9695 -2.2698 -1.6823
H 0.5618 -1.7845 -3.4049
H 1.4120 -4.4899 -2.7201
H -0.4106 -3.5396 -5.0282
H 0.3478 -5.0676 -4.7352
H 1.3694 -3.5799 -5.1432
H -1.3559 -4.5298 -2.9763
H -0.6576 -4.3141 -1.5059
C 0.3899 -5.5500 1.5205
O 0.3539 -4.1550 1.6854
C -0.6776 -3.7212 2.5044
C -0.7304 -2.1600 2.5342
C -1.9763 -1.8083 3.2770
N -0.7018 -1.5212 1.2070
H 1.1610 -5.9115 0.9400
H -0.5762 -5.8459 1.0775
H 0.4962 -6.0345 2.4798
H -1.6296 -4.0753 2.1917
H -0.5207 -4.0127 3.6265
H 0.0655 -1.8136 3.1188
H -2.2647 -0.7610 3.2492
H -1.9280 -2.0389 4.3398
H -2.8541 -2.3739 2.8159
H -0.2629 -2.1482 0.5365
H -1.6761 -1.5213 0.8559
C 6.3471 -0.2171 -0.0488
O 5.3486 0.7800 0.1845
C 5.0942 1.5376 -0.9932
C 4.0555 2.5659 -0.6256
C 3.5131 3.1824 -1.8706
N 4.7001 3.5501 0.2269
H 6.2725 -0.9837 0.7324
H 7.3992 0.2318 0.0493
H 6.2746 -0.7099 -1.0030
H 5.9926 2.0443 -1.3585
H 4.8222 0.8323 -1.7457
H 3.2884 1.9365 -0.0004
H 2.7799 4.0009 -1.7335
H 3.0313 2.4273 -2.5083
H 4.3910 3.5949 -2.3587
H 5.3863 4.0486 -0.2861
H 5.1257 3.1773 1.0812
C 0.2342 0.9776 -0.9957
O 0.8180 0.5682 0.1537
H -0.0344 2.0449 -1.0121
H 1.0046 0.9034 -1.6911
H -0.6792 0.3812 -1.2961
H 0.1925 0.0069 0.6493

The HOMO energy is -8.65 eV. Its SMILES is COC[C@H](C)N.COC[C@H](C)N.COC[C@H](C)N.COC[C@H](C)N.COC[C@H](C)N.COC[C@H](C)N.COC[C@H](C)N.CO.

Atomic partial charges in e from the Löwdin method, atoms 1 to 99: -0.05 -0.21 -0.24 -0.45 -0.05 0.03 0.08 0.08 0.09 0.13 0.11 0.13 0.06 0.09 0.06 0.08 0.07 -0.12 -0.21 -0.18 -0.46 -0.07 0.02 0.09 0.09 0.06 0.12 0.10 0.13 0.08 0.08 0.07 0.09 0.09 -0.13 -0.20 -0.17 -0.46 -0.06 0.04 0.08 0.10 0.07 0.10 0.10 0.14 0.08 0.06 0.10 0.09 0.06 -0.10 -0.19 -0.24 -0.46 -0.04 0.04 0.09 0.08 0.07 0.09 0.12 0.15 0.07 0.07 0.08 0.09 0.06 -0.13 -0.19 -0.20 -0.47 -0.08 0.05 0.06 0.10 0.08 0.11 0.13 0.15 0.08 0.07 0.11 0.08 0.08 -0.10 -0.20 -0.22 -0.40 -0.07 0.08 0.06 0.09 0.09 0.10 0.16 0.11 0.04 0.09

This record from OMol25 describes a 17-piece molecular cluster, C29H86N6O35S6 overall at a distorted geometry. The level of theory is ωB97M-V with the def2-TZVPD basis set.

Element x y z (Å)
C -0.1665 1.4999 -5.3555
O -0.5418 2.7634 -5.8813
H -0.4367 1.2785 -4.3230
H -0.7804 0.8009 -5.9235
H 0.8461 1.1929 -5.6171
H -0.3670 2.8866 -6.8172
C -4.2735 -2.2143 1.0677
O -5.6201 -1.9619 1.4857
H -4.1595 -3.1968 0.6096
H -4.0852 -1.4728 0.2912
H -3.4722 -1.9806 1.7687
H -6.0861 -2.6291 0.9765
C 2.0335 -3.0678 -2.9041
O 3.0749 -3.4607 -3.7694
H 1.5403 -2.2775 -3.4701
H 1.4269 -3.9426 -2.6704
H 2.5789 -2.5817 -2.0952
H 2.6867 -3.7183 -4.6088
C -4.2827 0.8570 3.6901
O -2.9277 0.3385 3.8802
H -4.0825 1.9139 3.5144
H -4.6545 0.4258 2.7606
H -4.8939 0.7302 4.5836
H -2.4801 0.5592 3.0602
C 0.3524 -3.4798 -6.3109
O 1.6871 -3.8599 -6.2306
H 0.1756 -2.7499 -5.5209
H 0.0564 -2.9938 -7.2406
H -0.3201 -4.3187 -6.1320
H 1.8951 -4.5171 -6.8988
O -0.1456 1.5660 -0.2074
S -0.8014 0.3772 0.3292
O -1.6631 0.3123 1.5286
O -1.6107 -0.2607 -0.9629
C -0.9769 -0.4413 -2.2460
C -1.4779 -1.7564 -2.7299
C 0.5272 -0.9657 0.4615
H 0.1064 -0.4251 -2.1268
H -1.2453 0.3930 -2.8941
H -2.5582 -1.6289 -2.7995
H -1.3304 -2.5985 -2.0537
H -1.1752 -2.0969 -3.7202
H 0.3536 -1.5314 1.3769
H 1.5092 -0.4927 0.4572
H 0.4547 -1.6580 -0.3772
O -3.3790 4.4821 3.6667
S -2.9779 4.3123 5.0649
O -3.5102 3.2562 5.9666
O -1.2953 4.2534 5.1742
C -0.5968 3.8003 4.0642
C -0.0706 2.4316 4.3313
C -3.2031 5.9439 5.8702
H 0.2062 4.5204 3.9071
H -1.1947 3.7418 3.1548
H -0.6976 1.8231 4.9830
H 0.8606 2.4617 4.8971
H 0.0073 1.9461 3.3586
H -4.2213 5.8615 6.2504
H -3.1061 6.7638 5.1585
H -2.4389 6.0301 6.6426
O 0.4506 7.9464 -0.7672
S -0.5331 7.3970 0.1748
O -1.8976 7.2184 -0.3296
O -0.0032 5.8479 0.7685
C 1.4182 5.6326 1.0528
C 1.7824 4.1744 0.8232
C -0.4780 8.2892 1.7765
H 1.5914 6.0132 2.0594
H 2.0755 6.2219 0.4136
H 1.4705 3.7260 -0.1201
H 1.2140 3.6416 1.5856
H 2.8259 3.8643 0.8776
H -1.1655 9.1346 1.7482
H 0.4972 8.5176 2.2066
H -0.9622 7.6301 2.4971
O 5.3432 -2.3013 1.2289
S 4.2179 -3.0949 0.7971
O 3.0493 -2.5865 0.1026
O 4.8379 -4.3615 -0.1156
C 6.2117 -4.6922 -0.0050
C 6.5680 -5.6680 -1.1052
C 3.5989 -4.2261 2.1729
H 6.5080 -5.2277 0.8970
H 6.8771 -3.8323 -0.0819
H 6.1678 -5.3759 -2.0761
H 6.2020 -6.6804 -0.9346
H 7.6162 -5.7785 -1.3831
H 2.8085 -4.8341 1.7327
H 3.1841 -3.5993 2.9623
H 4.4715 -4.8169 2.4518
O 3.7357 1.7127 -4.8866
S 3.0730 1.4605 -3.5965
O 2.1570 0.3374 -3.4160
O 4.2998 1.2408 -2.4845
C 4.0118 1.1714 -1.0815
C 4.9549 2.1415 -0.3759
C 2.3384 3.0557 -3.0058
H 4.0492 0.2048 -0.5792
H 3.0827 1.6931 -0.8520
H 5.9693 1.7473 -0.4366
H 4.7644 2.2404 0.6928
H 4.8972 3.1327 -0.8258
H 3.1558 3.6609 -2.6138
H 1.5997 2.9190 -2.2160
H 1.8699 3.5604 -3.8507
O 2.7787 -1.2104 3.0297
S 3.3756 0.1684 3.0298
O 3.0397 1.0869 1.9268
O 2.8934 0.9300 4.4400
C 2.7528 0.1823 5.6176
C 3.1631 1.0047 6.7890
C 5.1985 0.1002 3.4192
H 3.3115 -0.7486 5.5207
H 1.6950 -0.0711 5.6877
H 2.7613 0.5611 7.6999
H 2.9939 2.0806 6.8327
H 4.2504 0.9384 6.7479
H 5.6986 0.0530 2.4518
H 5.3986 -0.7809 4.0288
H 5.5263 1.0178 3.9078
C 0.4979 -3.2750 3.8237
N -0.6994 -4.1483 4.0530
O -1.1068 -4.8519 3.1558
O -1.1252 -4.0503 5.2390
H 1.3555 -3.5669 4.4299
H 0.2294 -2.3012 4.2333
H 0.5811 -3.2315 2.7378
C -0.2966 -5.3259 -0.6256
N -1.4828 -4.6622 -0.1159
O -2.4972 -5.2627 -0.2856
O -1.3318 -3.5630 0.4508
H 0.5943 -4.8725 -0.1911
H -0.2849 -5.3837 -1.7140
H -0.4234 -6.3274 -0.2144
C -2.5581 3.5971 0.7168
N -3.7920 3.3139 -0.0250
O -4.7736 3.9899 0.1991
O -3.6469 2.3689 -0.7974
H -2.3228 2.7027 1.2935
H -2.7037 4.4523 1.3767
H -1.6868 3.8429 0.1097
C -3.6400 -6.3549 -3.5594
N -3.1197 -4.9683 -3.2580
O -3.9431 -4.0902 -2.9535
O -1.9254 -4.7685 -3.3822
H -2.7856 -6.8653 -4.0040
H -4.4009 -6.2661 -4.3348
H -3.8957 -6.8806 -2.6394
C -5.6241 -2.0024 -4.2011
N -6.8350 -2.8539 -3.8692
O -6.9043 -3.9093 -4.5378
O -7.6321 -2.4944 -2.9563
H -4.9632 -2.4396 -4.9496
H -5.0574 -1.8098 -3.2901
H -6.0456 -1.1109 -4.6653
C -3.6296 2.3748 -4.4247
N -5.0318 2.8899 -4.4424
O -5.8448 2.3411 -3.7281
O -5.1461 3.9726 -4.9775
H -3.7251 1.3186 -4.6763
H -3.2382 2.4886 -3.4138
H -2.9560 2.9681 -5.0432

The HOMO energy is -8.95 eV.

Atomic partial charges in e from the Löwdin method, atoms 1 to 99: -0.15 -0.12 0.05 0.08 0.07 0.09 -0.15 -0.12 0.06 0.07 0.07 0.07 -0.15 -0.13 0.06 0.07 0.06 0.02 -0.10 -0.17 0.04 0.07 0.09 -0.02 -0.15 -0.11 0.06 0.08 0.08 0.10 -0.30 0.73 -0.30 -0.28 -0.26 -0.06 -0.07 0.09 0.10 0.07 0.06 0.07 0.04 0.04 0.05 -0.31 0.73 -0.29 -0.25 -0.32 -0.05 -0.10 0.12 0.09 0.09 0.07 0.08 0.07 0.06 0.07 -0.31 0.72 -0.28 -0.30 -0.26 -0.05 -0.11 0.11 0.11 0.05 0.06 0.07 0.07 0.07 0.06 -0.29 0.69 -0.30 -0.26 -0.30 -0.08 -0.07 0.12 0.12 0.08 0.08 0.08 0.06 0.02 0.06 -0.30 0.69 -0.31 -0.26 -0.27 -0.08 -0.08 0.11 0.09

This record from OMol25 describes C2AgFNaO2 as an isolated structure at a distorted geometry. The level of theory is ωB97M-V with the def2-TZVPD basis set.

Element x y z (Å)
Na 3.7715 -0.7469 -0.5639
O 2.2981 0.8029 -0.1674
C 1.0826 0.7570 0.0986
C 0.0098 0.1092 0.2991
O -0.6523 -0.9538 0.2764
F -3.0287 1.0528 0.0217
Ag -3.4810 -1.0211 0.0355

The HOMO energy (alpha / beta) is -6.26 / -5.97 eV. The spin multiplicity is 2.

Now the Löwdin charges, all in e: 0.84 -0.20 -0.27 -0.26 -0.13 -0.72 0.74

This record from OMol25 describes C2AgLiO4 as an isolated structure at a distorted geometry. The level of theory is ωB97M-V with the def2-TZVPD basis set.

Element x y z (Å)
O 1.0426 0.5924 0.9014
C 0.6054 0.4739 -0.2803
O 1.2864 -0.0577 -1.1849
Ag 1.1826 -2.4018 -0.8321
Li -0.3594 1.3950 1.9217
O -1.2356 -0.9241 -0.8355
O -1.5734 0.7534 0.6161
C -0.9486 0.1690 -0.3062

The HOMO energy is -8.44 eV.

Now the Löwdin charges, all in e: -0.13 -0.62 -0.11 0.87 0.79 -0.04 -0.13 -0.63

This record from OMol25 describes C2AgO4 as an isolated structure at a distorted geometry. The level of theory is ωB97M-V with the def2-TZVPD basis set.

Element x y z (Å)
O -0.0947 2.4530 -1.8163
C -0.7305 3.2076 -2.3701
O -1.2260 -2.0744 1.3906
C -0.1014 -1.4156 1.3413
O 0.3315 -0.3280 1.1861
O 0.1660 -2.6587 1.0240
Ag 1.6550 0.8162 -0.7556

As for the total charge: +1. The HOMO energy is -16.57 eV.

Now the Löwdin charges, all in e: -0.03 0.08 0.27 -0.62 0.14 0.25 0.91

This record from OMol25 describes a 2-piece molecular cluster, C2Br2Cl2S overall at a distorted geometry. The level of theory is ωB97M-V with the def2-TZVPD basis set.

Element x y z (Å)
C -1.4285 -1.0087 -0.7472
C 1.3022 0.8886 0.3479
S -2.5446 -1.3130 0.2879
Cl 2.2609 -0.0531 1.3990
Cl -0.1667 1.5814 0.9539
Br 0.2014 -1.6726 -1.3060
Br 2.1939 2.0653 -0.8866

The HOMO energy (alpha / beta) is -8.03 / -8.67 eV.

Now the Löwdin charges, all in e: -1.24 -1.70 0.64 0.55 0.52 0.66 0.59